Entry from the OMol25 dataset: an isolated molecule of C5H10O2 (wB97M-V/def2-TZVPD).

Output
Total charge   0
Relative energy (zero: lowest compared OMol25 entry of this formula, charge and spin)   2.0981 eV
E_HOMO   -0.3690 Eh
Orbital gap   11.1 eV
SMILES   C[C@@H](O)[C@H]1CCO1

Element x y z (Å)
C: -2.27 -0.55 0.09
C: -1.04 0.33 -0.14
O: -1.01 1.42 0.76
C: 0.28 -0.47 -0.06
C: 1.45 0.00 -0.93
C: 2.16 0.27 0.40
O: 1.01 -0.17 1.15
H: -3.17 0.06 0.05
H: -2.34 -1.31 -0.70
H: -2.22 -1.05 1.06
H: -1.11 0.76 -1.15
H: -0.36 1.17 1.44
H: 0.07 -1.55 -0.11
H: 1.90 -0.76 -1.57
H: 1.22 0.89 -1.53
H: 2.41 1.32 0.60
H: 3.03 -0.36 0.61

=====

Entry from the OMol25 dataset: an isolated molecule of C6H7N at a distorted geometry (wB97M-V/def2-TZVPD).

Output
Total charge   0
Relative energy (zero: lowest compared OMol25 entry of this formula, charge and spin)   6.7825 eV
E_HOMO (alpha / beta)   -0.3041 / -0.2642 Eh
Orbital gap (alpha / beta)   8.1 / 7.2 eV

Element x y z (Å)
C: 2.00 1.03 -0.03
C: 1.71 -1.38 0.13
C: 0.70 1.44 0.09
C: -1.49 0.60 -0.20
C: 2.47 -0.30 -0.08
C: -2.66 -0.23 0.02
N: -0.29 0.56 0.14
H: 2.84 1.68 -0.09
H: 2.06 -2.30 -0.18
H: 0.33 2.39 0.20
H: 3.48 -0.49 -0.32
H: -3.16 -0.35 -1.01
H: -3.31 0.10 0.88
H: -2.50 -1.32 0.39

=====

Entry from the OMol25 dataset: an isolated molecule of C3H8NO3P at a distorted geometry (wB97M-V/def2-TZVPD).

Output
Total charge   0
Relative energy (zero: lowest compared OMol25 entry of this formula, charge and spin)   2.8014 eV
E_HOMO   -0.2741 Eh
Orbital gap   7.9 eV
SMILES   N/C(CO)=C(\O)OP

Element x y z (Å)
N: 2.12 0.92 0.64
C: 0.83 0.55 0.25
C: -0.21 1.64 0.13
O: -0.63 1.86 -1.20
C: 0.44 -0.72 0.07
O: 1.33 -1.77 0.18
O: -0.83 -1.03 -0.35
P: -2.01 -1.97 0.41
H: 2.45 1.76 0.20
H: 2.78 0.16 0.57
H: -1.07 1.38 0.75
H: 0.21 2.59 0.48
H: -0.95 1.01 -1.54
H: 0.86 -2.60 0.04
H: -2.27 -2.72 -0.75
H: -3.04 -1.07 0.13

=====

Entry from the OMol25 dataset: a structure of composition C29H19N3O3RuS3SbSe4 at a distorted geometry (wB97M-V/def2-TZVPD).

Output
Total charge   -1
Relative energy (zero: lowest compared OMol25 entry of this formula, charge and spin)   0.6638 eV
E_HOMO (alpha / beta)   -0.1385 / -0.1755 Eh
Orbital gap (alpha / beta)   4.7 / 4.9 eV
<S²>   6.05
Spin multiplicity   5

Element x y z (Å)
Ru: -0.33 0.35 -0.23
O: -0.36 -1.59 6.29
C: 0.67 -1.31 5.66
O: 1.88 -1.43 5.94
C: 0.41 -0.73 4.25
C: 1.47 -0.37 3.43
C: 1.21 0.09 2.15
N: -0.05 0.21 1.73
C: -1.09 -0.18 2.47
C: -0.89 -0.63 3.75
C: -2.39 -0.10 1.74
C: -3.61 -0.21 2.38
C: -4.78 -0.10 1.64
C: -4.69 0.14 0.28
C: -3.44 0.25 -0.29
N: -2.32 0.11 0.41
C: 2.23 0.45 1.12
C: 3.56 0.64 1.42
C: 4.44 1.02 0.41
C: 3.95 1.22 -0.86
C: 2.59 1.02 -1.09
N: 1.76 0.62 -0.14
H: 2.47 -0.49 3.82
H: -1.70 -0.96 4.40
H: -3.64 -0.36 3.45
H: -5.74 -0.18 2.13
H: -5.57 0.26 -0.33
H: -3.32 0.47 -1.34
H: 3.90 0.50 2.43
H: 5.49 1.17 0.63
H: 4.58 1.55 -1.67
H: 2.16 1.19 -2.07
Se: -3.46 5.27 -1.95
Sb: -1.26 5.20 -0.92
Se: -0.62 2.54 -0.46
Se: 0.29 6.02 -2.74
Se: -0.90 6.47 1.10
O: -0.09 -1.76 -0.28
C: 0.10 -2.36 -1.51
C: -0.31 -3.83 -1.42
C: -0.36 -4.79 -2.38
C: -0.65 -6.08 -1.85
C: -0.79 -6.05 -0.49
S: -0.58 -4.47 0.14
C: 1.58 -2.32 -1.89
C: 2.61 -2.52 -1.03
C: 3.88 -2.52 -1.67
C: 3.78 -2.34 -3.02
S: 2.15 -2.15 -3.50
C: -0.76 -1.64 -2.54
C: -1.85 -1.99 -3.24
C: -2.49 -0.87 -3.90
C: -1.90 0.31 -3.64
S: -0.47 0.08 -2.68
H: -0.20 -4.59 -3.43
H: -0.74 -6.98 -2.44
H: -1.00 -6.87 0.18
H: 2.46 -2.66 0.04
H: 4.82 -2.66 -1.15
H: 4.57 -2.28 -3.75
H: -2.23 -3.00 -3.28
H: -3.36 -0.96 -4.53
H: -2.15 1.30 -4.00